(1)
5 unconnected molecules or ions with the total composition C21H18Cl2F32O4 at a distorted geometry. Source: the Open Molecules 2025 dataset; level of theory: wB97M-V/def2-TZVPD.

Last column: Löwdin spin population.
Geometry (Å):
C: -3.39 0.33 4.58  0.00
C: -2.73 -0.96 5.10  0.00
C: -3.48 -1.44 6.32  0.00
F: -3.43 -0.61 7.40  0.00
F: -4.75 -1.84 6.21  0.00
F: -2.79 -1.87 4.19  0.00
F: -1.38 -0.88 5.39  0.00
O: -3.28 1.41 5.43  0.00
C: -3.78 2.67 5.06  0.00
C: -3.80 3.55 6.28  0.00
F: -2.67 3.86 6.82  0.00
F: -4.36 4.71 5.94  0.00
F: -3.21 3.11 3.89  0.00
F: -5.12 2.54 4.74  0.00
H: -4.45 0.26 4.34  0.00
H: -2.79 0.70 3.75  0.00
H: -2.94 -2.36 6.53  0.00
H: -4.38 3.22 7.14  0.00
C: 3.34 -3.58 -0.43  0.00
C: 2.72 -3.87 -1.82  0.00
C: 2.21 -2.68 -2.55  0.00
F: 1.64 -2.90 -3.68  0.00
F: 1.34 -2.02 -1.83  0.00
F: 3.67 -4.49 -2.50  0.00
F: 1.82 -4.87 -1.59  0.00
O: 4.11 -4.67 0.15  0.00
C: 5.56 -4.40 0.27  0.00
C: 6.38 -5.56 0.82  0.00
F: 6.65 -6.60 -0.01  0.00
F: 7.63 -5.09 1.16  0.00
F: 6.02 -3.92 -0.91  0.00
F: 5.62 -3.44 1.24  0.00
H: 2.56 -3.29 0.27  0.00
H: 3.86 -2.66 -0.69  0.00
H: 2.99 -1.96 -2.82  0.00
H: 5.96 -6.04 1.70  0.00
C: -3.44 0.00 -6.07  0.00
C: -3.91 1.48 -5.95  0.00
C: -5.46 1.56 -5.63  0.00
F: -6.02 2.75 -5.64  0.00
F: -6.23 0.69 -6.39  0.00
F: -3.12 2.04 -5.06  0.00
F: -3.78 2.00 -7.19  0.00
O: -3.79 -0.88 -5.02  0.00
C: -2.70 -1.27 -4.09  0.00
C: -1.53 -2.13 -4.68  0.00
F: -2.11 -3.27 -5.07  0.00
F: -0.74 -1.57 -5.62  0.00
F: -2.23 -0.08 -3.55  0.00
F: -3.25 -2.00 -3.15  0.00
H: -2.41 -0.08 -6.41  0.00
H: -3.94 -0.45 -6.93  0.00
H: -5.60 1.03 -4.69  0.00
H: -0.88 -2.43 -3.86  0.00
C: 3.02 2.34 1.10  0.00
C: 2.78 1.39 -0.03  0.00
C: 1.66 1.86 -0.99  0.00
F: 1.17 0.97 -1.85  0.00
F: 0.61 2.44 -0.43  0.00
F: 3.84 1.18 -0.74  0.00
F: 2.56 0.15 0.61  0.00
O: 3.04 3.75 0.70  0.00
C: 4.04 4.49 1.38  0.00
C: 4.07 5.98 1.09  0.00
F: 2.84 6.63 1.16  0.00
F: 4.94 6.73 1.84  0.00
F: 3.70 4.47 2.64  0.00
F: 5.25 3.88 1.16  0.00
H: 3.79 2.01 1.80  0.00
H: 2.10 2.25 1.67  0.00
H: 2.13 2.66 -1.57  0.00
H: 4.50 6.02 0.09  0.00
C: -1.15 -0.10 -0.16  0.00
Cl: -2.03 0.65 1.17  0.41
Cl: -1.73 -1.75 -0.39  0.56
H: -1.26 0.40 -1.12  0.00
H: -0.07 -0.17 -0.02  0.00

Values from the calculation:
HOMO level (alpha / beta): -13.6 / -13.6 eV
strongest force on any atom: 4.4 eV/A
electronic energy: -5227.52490 Ha
net charge: +1
2S+1: 2

(2)
A gas-phase ion, C4H8N3S (charge +1) at a distorted geometry. Source: the Open Molecules 2025 dataset; level of theory: wB97M-V/def2-TZVPD.

Last column: natural (NBO) charge in e.
Geometry (Å):
N: 0.17 1.22 -1.71  -0.88
C: 0.79 0.10 -1.04  -0.15
S: 2.49 0.68 -0.28  -0.09
C: 0.01 -0.42 0.05  0.41
N: -1.24 0.03 0.15  -0.47
C: -1.77 -0.52 1.28  -0.03
C: -0.84 -1.27 1.91  -0.04
N: 0.29 -1.16 1.11  -0.46
H: 0.28 1.34 -2.73  0.43
H: 0.04 2.11 -1.12  0.41
H: 1.04 -0.69 -1.64  0.25
H: 2.38 1.91 -0.96  0.17
H: -1.44 0.72 -0.64  0.49
H: -2.71 -0.40 1.55  0.24
H: -0.67 -1.97 2.68  0.26
H: 1.18 -1.68 1.37  0.47

Values from the calculation:
relative energy (zero: lowest compared OMol25 entry of this formula, charge and spin): 122.1 kJ/mol
HOMO level: -13.3 eV
strongest force on any atom: 4.2 eV/A
electronic energy: -719.40435 Ha
net charge: +1
SMILES: N[C@@H](S)c1[nH]cc[nH+]1

(3)
A molecular structure, C30H23BrN5O2Tm. Source: the Open Molecules 2025 dataset; level of theory: wB97M-V/def2-TZVPD.

Last column: Löwdin spin population.
Geometry (Å):
Tm: 0.32 -0.48 0.69  2.02
O: 0.01 -0.27 5.06  0.00
C: 0.37 -0.54 3.92  0.00
N: -0.34 -0.98 2.86  0.00
C: -1.73 -1.24 2.99  0.00
C: -2.37 -1.43 4.21  0.00
C: -3.73 -1.70 4.29  0.00
C: -4.48 -1.80 3.13  0.00
C: -3.86 -1.62 1.90  0.00
C: -2.50 -1.34 1.80  0.00
N: -1.83 -1.24 0.56  0.00
C: -2.49 -1.01 -0.58  0.00
O: -3.66 -0.65 -0.75  0.00
C: -1.65 -1.24 -1.82  0.00
C: -2.29 -1.15 -3.05  0.00
C: -1.56 -1.38 -4.20  0.00
C: -0.21 -1.68 -4.08  0.00
C: 0.35 -1.72 -2.82  0.00
N: -0.35 -1.51 -1.70  0.00
C: 1.84 -0.31 3.62  0.00
C: 2.74 -0.45 4.66  0.00
C: 4.08 -0.21 4.42  0.00
C: 4.47 0.19 3.15  0.00
C: 3.50 0.32 2.17  0.00
N: 2.21 0.06 2.39  0.00
H: -1.80 -1.37 5.12  0.00
H: -4.20 -1.84 5.26  0.00
H: -5.54 -2.01 3.17  0.00
H: -4.45 -1.70 1.00  0.00
H: -3.34 -0.91 -3.06  0.00
H: -2.03 -1.33 -5.18  0.00
H: 0.41 -1.86 -4.95  0.00
H: 1.41 -1.93 -2.69  0.00
H: 2.36 -0.72 5.64  0.00
H: 4.81 -0.33 5.21  0.00
H: 5.50 0.40 2.91  0.00
H: 3.76 0.63 1.17  0.00
C: -1.71 2.90 -3.97  0.00
C: -1.58 2.79 -2.48  0.00
C: -2.18 3.68 -1.60  0.00
C: -2.03 3.52 -0.23  0.00
C: -1.28 2.45 0.20  0.00
Br: -0.95 2.13 2.05  0.00
N: -0.70 1.57 -0.60  0.00
C: -0.85 1.75 -1.92  0.00
H: -2.24 3.80 -4.26  0.00
H: -2.25 2.03 -4.36  0.00
H: -0.72 2.91 -4.44  0.00
H: -2.77 4.51 -1.98  0.00
H: -2.47 4.20 0.48  0.00
H: -0.35 1.03 -2.55  0.00
C: 4.35 -0.31 -2.68  0.00
C: 3.53 0.81 -2.59  0.00
C: 2.50 0.84 -1.65  0.00
C: 2.22 -0.21 -0.76  0.00
C: 3.10 -1.31 -0.89  0.00
C: 4.13 -1.37 -1.81  0.00
H: 5.15 -0.35 -3.41  0.00
H: 3.69 1.65 -3.25  0.00
H: 1.90 1.74 -1.61  0.00
H: 2.97 -2.17 -0.23  0.00
H: 4.78 -2.24 -1.86  0.00

Values from the calculation:
HOMO level (alpha / beta): -7.1 / -7.1 eV
strongest force on any atom: 0.7 eV/A
electronic energy: -5240.62086 Ha
net charge: 0
2S+1: 3

(4)
A molecular structure, C30H42MgN6OSiTe at a distorted geometry. Source: the Open Molecules 2025 dataset; level of theory: wB97M-V/def2-TZVPD.

Last column: Mulliken charge in e.
Geometry (Å):
Mg: 1.82 0.01 -0.22  0.97
C: 0.48 -2.74 -0.90  -1.15
N: 1.88 -2.52 -0.57  1.06
C: 2.27 -3.39 0.52  -1.51
C: 2.75 -2.68 -1.73  -1.20
C: 2.44 -1.65 -2.80  1.34
C: 2.53 -1.99 -4.15  -0.80
C: 2.27 -1.02 -5.12  -0.53
C: 1.95 0.27 -4.72  -0.64
C: 1.87 0.57 -3.36  -0.28
C: 2.08 -0.37 -2.36  -0.48
H: 0.29 -3.80 -1.16  0.22
H: 0.20 -2.13 -1.76  0.30
H: -0.14 -2.45 -0.05  0.06
H: 2.16 -4.46 0.25  0.38
H: 1.63 -3.19 1.38  0.33
H: 3.31 -3.21 0.80  0.37
H: 2.68 -3.71 -2.14  0.25
H: 3.78 -2.54 -1.40  0.44
H: 2.80 -3.00 -4.45  0.32
H: 2.33 -1.28 -6.17  0.34
H: 1.76 1.03 -5.47  0.37
H: 1.66 1.60 -3.07  0.36
C: -4.05 -0.07 1.00  -1.54
Si: -2.62 -1.29 0.64  0.34
C: -3.33 -3.01 1.12  -1.30
C: -2.55 -1.37 -1.26  -0.77
N: -1.11 -0.90 1.27  0.59
C: -0.81 -0.79 2.59  0.21
C: -1.72 -1.02 3.65  -0.29
C: -1.37 -0.89 4.99  -1.07
C: -0.09 -0.52 5.34  -0.90
C: 0.85 -0.29 4.33  -1.08
C: 0.51 -0.42 3.00  0.25
O: 1.41 -0.17 1.98  0.84
C: 2.76 0.13 2.34  -1.79
C: 3.12 1.54 2.38  0.75
C: 4.48 1.73 2.89  -0.98
C: 5.37 0.70 3.00  -0.11
C: 5.01 -0.64 2.76  -1.56
C: 3.66 -0.89 2.47  0.85
H: -4.91 -0.25 0.34  0.34
H: -3.71 0.96 0.82  0.57
H: -4.40 -0.12 2.03  0.47
H: -4.31 -3.19 0.68  0.35
H: -3.41 -3.12 2.20  0.37
H: -2.65 -3.80 0.76  0.32
H: -3.43 -0.89 -1.70  0.71
H: -2.52 -2.40 -1.62  0.53
H: -1.67 -0.86 -1.65  -0.28
H: -2.73 -1.31 3.39  0.18
H: -2.12 -1.07 5.75  0.34
H: 0.20 -0.41 6.38  0.37
H: 1.86 0.00 4.59  0.49
H: 2.37 2.17 2.86  0.34
H: 4.79 2.75 3.08  0.29
H: 6.39 0.91 3.31  0.33
H: 5.71 -1.46 2.88  0.35
H: 3.29 -1.91 2.40  0.60
Te: 2.81 2.43 0.14  -0.91
C: -0.59 3.61 -1.49  -0.77
N: -0.78 2.19 -1.21  0.77
C: -1.43 1.57 -2.36  0.24
N: -2.74 2.18 -2.65  0.01
C: -2.51 3.61 -2.90  -0.77
N: -1.88 4.29 -1.77  -0.06
C: -2.74 4.10 -0.60  -0.74
N: -2.97 2.69 -0.28  0.08
C: -1.65 2.06 -0.05  1.91
C: -3.57 2.05 -1.45  0.04
H: 0.07 3.73 -2.35  0.15
H: -0.12 4.08 -0.63  0.33
H: -1.57 0.51 -2.16  -1.41
H: -0.79 1.68 -3.24  0.27
H: -3.48 4.09 -3.11  0.36
H: -1.87 3.71 -3.78  0.39
H: -3.71 4.58 -0.80  0.37
H: -2.28 4.59 0.26  0.42
H: -1.80 1.00 0.18  -2.67
H: -1.18 2.54 0.81  0.61
H: -4.55 2.51 -1.65  0.41
H: -3.71 0.99 -1.23  -0.67

Values from the calculation:
relative energy (zero: lowest compared OMol25 entry of this formula, charge and spin): 280.5 kJ/mol
HOMO level: 0.4 eV
strongest force on any atom: 1.0 eV/A
electronic energy: -2329.74792 Ha
net charge: -2

(5)
A molecular structure, C6H7ClO at a distorted geometry. Source: the Open Molecules 2025 dataset; level of theory: wB97M-V/def2-TZVPD.

Last column: natural (NBO) charge in e.
Geometry (Å):
C: 0.43 -0.47 -0.11  -0.11
C: -0.68 -1.04 0.81  -0.42
C: -1.81 -0.65 -0.26  -0.54
C: -0.89 0.14 -1.02  0.60
C: 1.42 0.47 0.60  -0.24
C: 1.91 1.57 -0.18  -0.41
H: -0.46 -2.03 1.19  0.24
H: -0.69 -0.39 1.65  0.22
H: -2.85 -0.09 -0.03  0.26
H: -2.10 -1.66 -0.71  0.27
H: 1.38 0.21 2.01  0.22
H: 1.38 1.69 -1.35  0.25
H: 2.33 2.63 0.16  0.24
O: -0.89 1.23 -1.61  -0.50
Cl: 1.50 -1.61 -1.14  -0.08

Values from the calculation:
relative energy (zero: lowest compared OMol25 entry of this formula, charge and spin): 524.8 kJ/mol
HOMO level: -9.3 eV
strongest force on any atom: 6.3 eV/A
electronic energy: -768.06428 Ha
net charge: 0

(6)
C7H14O in the gas phase at a distorted geometry. Source: the Open Molecules 2025 dataset; level of theory: wB97M-V/def2-TZVPD.

Last column: natural (NBO) charge in e.
Geometry (Å):
C: -0.36 2.81 1.06  -0.41
C: -0.85 1.57 1.07  0.03
C: -1.72 1.11 2.22  -0.66
C: -0.65 0.63 -0.08  -0.44
C: -0.16 -0.79 0.41  -0.39
C: 1.14 -1.26 -0.25  -0.42
C: 1.12 -1.15 -1.78  -0.07
O: 1.41 -2.44 -2.33  -0.72
H: 0.36 3.17 0.33  0.19
H: -0.65 3.56 1.78  0.19
H: -2.59 1.75 2.33  0.23
H: -2.02 0.08 2.15  0.22
H: -1.18 1.22 3.17  0.22
H: 0.04 1.01 -0.83  0.21
H: -1.59 0.47 -0.60  0.21
H: -0.94 -1.51 0.16  0.20
H: 0.01 -0.74 1.47  0.20
H: 1.27 -2.33 -0.07  0.23
H: 1.98 -0.75 0.21  0.20
H: 1.88 -0.41 -2.06  0.16
H: 0.17 -0.81 -2.20  0.16
H: 1.20 -2.37 -3.28  0.46

Values from the calculation:
relative energy (zero: lowest compared OMol25 entry of this formula, charge and spin): 132.4 kJ/mol
HOMO level: -9.1 eV
strongest force on any atom: 1.3 eV/A
electronic energy: -350.30902 Ha
net charge: 0
SMILES: C=C(C)CCCCO

(7)
A molecular structure, C17H14F6MgNO7S2Te. Source: the Open Molecules 2025 dataset; level of theory: wB97M-V/def2-TZVPD.

Last column: natural (NBO) charge in e.
Geometry (Å):
Mg: -0.19 -0.37 0.42  1.67
C: 5.49 -0.21 -3.46  -0.25
O: 4.70 -1.28 -3.95  -0.49
C: 3.53 -1.52 -3.31  0.36
C: 2.76 -2.58 -3.86  -0.34
C: 1.56 -2.88 -3.30  -0.12
C: 1.04 -2.18 -2.18  -0.30
C: -0.23 -2.54 -1.64  0.59
C: -1.00 -3.70 -2.23  -0.71
O: -0.79 -1.97 -0.68  -0.77
C: 1.82 -1.12 -1.61  0.48
O: 1.49 -0.43 -0.60  -0.86
C: 3.08 -0.82 -2.23  -0.40
H: 6.36 -0.16 -4.11  0.19
H: 5.81 -0.38 -2.43  0.18
H: 4.94 0.74 -3.51  0.18
H: 3.14 -3.11 -4.72  0.22
H: 0.98 -3.68 -3.73  0.20
H: -0.44 -4.63 -2.13  0.23
H: -1.21 -3.54 -3.29  0.23
H: -1.94 -3.80 -1.69  0.24
H: 3.64 -0.01 -1.78  0.23
Te: 0.27 -1.36 2.98  -0.47
C: -0.55 0.05 4.32  -0.24
C: -1.29 1.16 3.91  -0.18
C: -1.82 2.05 4.84  -0.23
C: -1.61 1.86 6.20  -0.25
C: -0.87 0.76 6.62  -0.22
C: -0.35 -0.13 5.69  -0.25
H: -1.47 1.34 2.86  0.21
H: -2.40 2.90 4.49  0.21
H: -2.03 2.55 6.92  0.20
H: -0.70 0.59 7.68  0.20
H: 0.22 -0.98 6.03  0.21
F: -2.02 4.47 -0.08  -0.31
C: -1.22 4.03 -1.05  0.74
F: -0.16 4.84 -1.11  -0.31
F: -1.85 4.10 -2.21  -0.30
S: -0.57 2.31 -0.69  2.20
O: 0.69 2.51 -0.04  -0.91
O: -0.61 1.64 -1.96  -0.92
N: -1.51 1.59 0.40  -1.32
S: -3.10 1.62 0.17  2.25
O: -3.47 2.24 -1.06  -0.93
O: -3.75 1.99 1.39  -0.91
C: -3.51 -0.16 -0.04  0.71
F: -2.87 -0.89 0.89  -0.31
F: -4.83 -0.34 0.12  -0.31
F: -3.17 -0.59 -1.25  -0.30

Values from the calculation:
relative energy (zero: lowest compared OMol25 entry of this formula, charge and spin): 15.1 kJ/mol
HOMO level: -4.2 eV
strongest force on any atom: 0.7 eV/A
electronic energy: -3101.52529 Ha
net charge: -1

(8)
2 unconnected molecules or ions with the total composition C3H11NOS at a distorted geometry. Source: the Open Molecules 2025 dataset; level of theory: wB97M-V/def2-TZVPD.

Last column: natural (NBO) charge in e.
Geometry (Å):
N: -2.00 -0.03 -0.53  -0.84
C: -0.69 -0.54 -0.93  -0.21
C: 0.39 0.47 -0.57  -0.42
C: 1.78 0.00 -0.96  -0.50
S: 3.07 1.26 -0.66  -0.04
H: -2.74 -0.64 -0.87  0.35
H: -2.06 -0.06 0.49  0.38
H: -0.70 -0.70 -2.01  0.18
H: -0.46 -1.52 -0.49  0.15
H: 0.32 0.65 0.51  0.19
H: 0.15 1.43 -1.04  0.22
H: 2.04 -0.92 -0.45  0.21
H: 1.82 -0.18 -2.03  0.22
H: 3.00 1.23 0.69  0.11
O: -1.51 -0.27 2.64  -0.94
H: -1.83 0.21 3.37  0.47
H: -0.57 -0.40 2.83  0.47

Values from the calculation:
relative energy (zero: lowest compared OMol25 entry of this formula, charge and spin): 25.3 kJ/mol
HOMO level: -8.9 eV
strongest force on any atom: 1.8 eV/A
electronic energy: -649.07238 Ha
net charge: 0
SMILES: NCCCS.O

(9)
C4H5NS in the gas phase at a distorted geometry. Source: the Open Molecules 2025 dataset; level of theory: wB97M-V/def2-TZVPD.

Last column: natural (NBO) charge in e.
Geometry (Å):
C: -1.61 -1.62 -0.32  -0.38
C: -0.50 -1.28 0.33  -0.17
C: 0.10 0.14 0.46  -0.48
S: 1.80 0.10 -0.24  0.02
C: -0.71 1.20 0.03  0.26
N: -1.53 1.99 -0.07  -0.27
H: -1.96 -2.56 -0.63  0.22
H: -2.05 -0.63 -0.72  0.21
H: 0.12 -2.06 0.84  0.20
H: 0.21 0.24 1.51  0.26
H: 1.94 -1.12 0.39  0.13

Values from the calculation:
relative energy (zero: lowest compared OMol25 entry of this formula, charge and spin): 160.7 kJ/mol
HOMO level: -9.8 eV
strongest force on any atom: 4.5 eV/A
electronic energy: -608.28946 Ha
net charge: 0
SMILES: C=C[C@@H](S)C#N

(10)
A molecular structure, C3H6BrNS2 at a distorted geometry. Source: the Open Molecules 2025 dataset; level of theory: wB97M-V/def2-TZVPD.

Last column: natural (NBO) charge in e.
Geometry (Å):
C: -0.37 0.28 -1.01  0.12
C: 1.30 1.02 0.53  -0.41
C: -0.14 -0.88 1.11  -0.41
N: 0.20 0.14 0.15  -0.46
S: -0.28 1.24 -2.26  0.05
S: -2.06 -1.42 -1.30  -0.19
Br: -2.69 -0.65 -3.18  -0.02
H: 2.15 0.41 0.83  0.21
H: 1.58 1.65 -0.31  0.24
H: 1.00 1.64 1.38  0.21
H: 0.43 -1.80 0.92  0.21
H: 0.09 -0.52 2.11  0.21
H: -1.20 -1.11 1.04  0.23

Values from the calculation:
HOMO level: -8.4 eV
strongest force on any atom: 2.2 eV/A
electronic energy: -3543.00145 Ha
net charge: 0

(11)
C24H23NO3 in the gas phase. Source: the Open Molecules 2025 dataset; level of theory: wB97M-V/def2-TZVPD.

Last column: natural (NBO) charge in e.
Geometry (Å):
O: 1.80 0.84 4.18  -0.61
C: 0.70 0.62 3.74  0.65
C: -0.04 1.61 2.82  -0.16
O: 0.05 1.15 1.47  -0.50
C: -0.84 0.26 1.05  0.83
O: -1.73 -0.18 1.73  -0.63
C: -0.58 -0.18 -0.37  -0.50
C: 0.09 0.90 -1.23  -0.26
C: 0.29 0.36 -2.63  -0.02
C: 1.53 -0.10 -3.04  -0.16
C: 1.71 -0.61 -4.31  -0.22
C: 0.64 -0.67 -5.20  -0.22
C: -0.60 -0.20 -4.80  -0.20
C: -0.78 0.31 -3.52  -0.21
C: -0.67 2.21 -1.29  -0.02
C: -1.99 2.34 -0.87  -0.19
C: -2.63 3.57 -0.97  -0.22
C: -1.97 4.67 -1.48  -0.22
C: -0.66 4.54 -1.90  -0.20
C: -0.02 3.32 -1.80  -0.20
N: 0.00 -0.51 3.95  -0.62
C: 0.63 -1.73 4.42  -0.27
C: 0.81 -2.67 3.25  0.06
C: 0.18 -3.90 3.21  -0.24
C: 0.31 -4.72 2.10  -0.20
C: 1.06 -4.30 1.02  -0.22
C: 1.69 -3.07 1.05  -0.20
C: 1.57 -2.26 2.16  -0.25
H: -1.09 1.71 3.12  0.21
H: 0.46 2.58 2.84  0.22
H: 0.09 -1.04 -0.31  0.26
H: -1.51 -0.52 -0.81  0.24
H: 1.08 1.12 -0.80  0.23
H: 2.37 -0.06 -2.36  0.20
H: 2.68 -0.97 -4.62  0.21
H: 0.78 -1.06 -6.19  0.21
H: -1.44 -0.24 -5.48  0.21
H: -1.74 0.67 -3.22  0.22
H: -2.53 1.50 -0.47  0.20
H: -3.66 3.66 -0.64  0.21
H: -2.48 5.62 -1.55  0.21
H: -0.14 5.40 -2.30  0.21
H: 1.01 3.23 -2.13  0.21
H: -0.89 -0.63 3.48  0.43
H: 1.59 -1.45 4.85  0.24
H: 0.01 -2.19 5.20  0.20
H: -0.42 -4.23 4.05  0.21
H: -0.19 -5.68 2.08  0.21
H: 1.15 -4.94 0.14  0.21
H: 2.29 -2.75 0.21  0.21
H: 2.07 -1.30 2.20  0.22

Values from the calculation:
relative energy (zero: lowest compared OMol25 entry of this formula, charge and spin): 29.7 kJ/mol
HOMO level: -9.0 eV
strongest force on any atom: 0.7 eV/A
electronic energy: -1208.87499 Ha
net charge: 0
SMILES: O=C(COC(=O)CC(c1ccccc1)c1ccccc1)NCc1ccccc1